{"formula": "C38H96BN6O24", "method": "the ωB97M-V functional and the def2-TZVPD basis", "symbols": ["O", "C", "O", "B", "O", "C", "O", "O", "C", "O", "C", "O", "O", "C", "C", "C", "O", "C", "N", "H", "H", "H", "H", "H", "H", "H", "H", "H", "H", "H", "C", "C", "C", "O", "C", "N", "H", "H", "H", "H", "H", "H", "H", "H", "H", "H", "H", "C", "C", "C", "O", "C", "N", "H", "H", "H", "H", "H", "H", "H", "H", "H", "H", "H", "C", "C", "C", "O", "C", "N", "H", "H", "H", "H", "H", "H", "H", "H", "H", "H", "H", "C", "C", "C", "O", "C", "N", "H", "H", "H", "H", "H", "H", "H", "H", "H", "H", "H", "C", "C", "C", "O", "C", "N", "H", "H", "H", "H", "H", "H", "H", "H", "H", "H", "H", "C", "C", "O", "O", "H", "H", "H", "H", "H", "H", "C", "C", "O", "O", "H", "H", "H", "H", "H", "H", "C", "C", "O", "O", "H", "H", "H", "H", "H", "H", "C", "C", "O", "O", "H", "H", "H", "H", "H", "H", "C", "C", "O", "O", "H", "H", "H", "H", "H", "H"], "coordinates": [[3.577502, 0.049607, -0.076241], [2.332992, 0.112487, -0.128121], [1.499442, 1.037667, 0.426059], [0.100562, 0.576407, 0.405039], [0.172612, -0.650833, -0.377351], [1.409222, -0.950103, -0.674251], [1.760352, -2.026033, -1.124161], [-0.812888, 1.477497, -0.281371], [-1.937918, 1.586387, 0.400119], [-2.960848, 2.193317, 0.024169], [-1.752178, 0.832527, 1.728279], [-0.519108, 0.290877, 1.702269], [-2.620798, 0.756887, 2.584649], [2.769442, -6.828593, -0.844791], [2.186182, -5.936543, 0.208469], [2.573682, -6.508133, 1.675709], [1.928432, -5.597523, 2.564959], [2.219622, -5.879873, 3.958699], [2.719012, -4.550123, 0.051569], [2.659072, -6.423853, -1.850831], [2.238742, -7.779053, -0.789201], [3.846232, -6.984253, -0.778591], [1.103982, -6.031603, 0.119559], [3.652532, -6.535893, 1.828719], [2.161282, -7.514263, 1.751429], [2.043082, -6.924583, 4.214639], [1.637972, -5.265963, 4.646369], [3.241232, -5.677513, 4.280369], [2.386522, -4.069743, 0.875459], [2.254972, -4.014463, -0.668041], [3.463342, 0.651947, -4.398101], [3.015032, 1.938757, -3.714261], [1.551262, 2.060457, -3.203381], [0.664272, 1.697217, -4.322441], [-0.644598, 1.214647, -3.910521], [3.940402, 2.029137, -2.618051], [2.941722, 0.546007, -5.349301], [3.227812, -0.299303, -3.920861], [4.539672, 0.669117, -4.569341], [3.154312, 2.797897, -4.370451], [1.443962, 3.093307, -2.872031], [1.367622, 1.453077, -2.317101], [-1.221188, 0.891327, -4.777181], [-1.242448, 1.950557, -3.372831], [-0.432618, 0.329887, -3.310221], [3.984622, 1.158347, -2.108281], [4.861752, 2.056517, -3.030911], [-7.415538, -0.866973, -3.964461], [-7.206458, -0.559183, -2.530931], [-5.810418, 0.057357, -2.338211], [-4.792588, -0.761983, -2.877271], [-3.571198, -0.225053, -2.610151], [-8.263488, 0.385627, -2.142301], [-6.937468, -1.795353, -4.276981], [-7.135958, 0.016867, -4.537831], [-8.387358, -1.100063, -4.399581], [-7.264508, -1.506383, -1.994691], [-5.579448, 0.149547, -1.276961], [-5.753238, 1.030287, -2.826311], [-2.797588, -0.940463, -2.889091], [-3.297888, -0.003833, -1.578431], [-3.372268, 0.668767, -3.201441], [-9.117828, -0.025683, -2.490181], [-8.167748, 1.162217, -2.780931], [0.624002, 4.544427, -0.326731], [-0.495998, 5.342297, 0.162689], [-0.319058, 5.878577, 1.633569], [-1.450958, 6.686927, 2.080229], [-2.676068, 5.936897, 2.081359], [-0.638148, 6.441937, -0.800241], [0.587842, 3.566147, 0.152609], [1.588972, 5.017687, -0.145211], [0.570732, 4.358657, -1.399461], [-1.436498, 4.818267, -0.007501], [0.572342, 6.487557, 1.784079], [-0.149558, 5.035007, 2.302719], [-2.982378, 5.530047, 1.117649], [-3.426148, 6.711067, 2.243009], [-2.671198, 5.104437, 2.784989], [-1.175128, 6.082157, -1.576331], [-1.199358, 7.171317, -0.384141], [-3.003898, -2.681813, 0.157309], [-2.054028, -3.803393, -0.102811], [-1.272168, -3.732403, -1.408991], [-2.179338, -3.764013, -2.532651], [-1.652388, -3.635323, -3.829391], [-1.166978, -3.885233, 0.973229], [-3.784978, -2.622833, -0.600671], [-2.416528, -1.763663, 0.146569], [-3.536298, -2.743533, 1.106429], [-2.618998, -4.735543, -0.103331], [-0.475848, -4.470653, -1.503561], [-0.737978, -2.782313, -1.418071], [-2.463448, -3.919853, -4.499701], [-0.738458, -4.191653, -4.037521], [-1.428208, -2.623963, -4.168501], [-0.598738, -4.719993, 0.954179], [-0.637168, -3.030353, 0.880549], [-0.776438, 3.215887, 5.137289], [0.446212, 2.378747, 5.521069], [1.262282, 1.818157, 4.263229], [2.297652, 0.971127, 4.647289], [3.091572, 0.656427, 3.478039], [1.274052, 3.243747, 6.426829], [-1.335018, 3.544187, 6.013829], [-1.426118, 2.672257, 4.451379], [-0.540668, 4.125617, 4.585109], [0.117312, 1.537397, 6.131019], [1.655432, 2.610707, 3.626519], [0.557382, 1.172137, 3.739899], [3.558382, 1.522067, 3.008079], [2.531872, 0.142337, 2.696669], [3.835162, -0.063823, 3.819229], [0.916202, 3.509007, 7.333289], [1.564342, 4.098487, 5.973759], [-6.259978, 3.347537, -0.468151], [-6.532398, 2.115487, 0.484439], [-7.792408, 1.471867, 0.456589], [-7.389588, 4.253147, -0.417771], [-6.351728, 3.083007, -1.521571], [-5.235168, 3.679697, -0.302191], [-6.260708, 2.587097, 1.428829], [-5.730188, 1.392327, 0.337519], [-7.932678, 1.180227, -0.447211], [-7.557288, 4.592417, 0.464489], [6.785032, 0.133567, 0.902979], [7.051682, -0.154843, -0.523351], [8.110402, 0.607507, -1.011761], [7.683772, -0.451143, 1.811109], [5.776472, -0.173473, 1.179779], [6.715132, 1.203127, 1.101079], [6.099322, 0.124087, -0.974251], [7.256802, -1.208483, -0.712731], [7.764032, 1.212167, -1.672071], [8.539372, -0.019453, 1.754679], [4.084062, 3.189317, 0.697539], [4.721622, 4.180807, 1.798389], [6.136412, 4.278637, 1.719279], [4.176512, 3.773427, -0.622801], [3.047322, 2.965467, 0.948829], [4.598322, 2.231177, 0.772389], [4.236932, 4.024947, 2.762169], [4.334742, 5.167167, 1.542429], [6.366882, 5.170397, 1.989929], [3.899742, 3.097477, -1.245771], [2.245352, -3.130333, -4.483071], [2.373772, -4.591593, -4.043011], [1.819302, -5.472453, -5.009301], [3.196282, -2.740813, -5.457151], [2.472912, -2.482773, -3.636331], [1.184022, -3.077373, -4.725721], [1.795742, -4.672423, -3.122441], [3.415752, -4.686803, -3.737541], [2.484872, -5.558933, -5.695701], [4.053352, -2.802963, -5.029151], [-2.080698, -2.310003, 3.857169], [-2.273238, -1.682963, 5.234649], [-1.315408, -2.213483, 6.103029], [-2.288658, -3.725073, 3.591159], [-1.061428, -2.086033, 3.542519], [-2.685488, -1.766783, 3.131049], [-3.259678, -1.902363, 5.643189], [-2.176328, -0.597873, 5.270339], [-1.435888, -3.165843, 6.112409], [-2.009378, -3.838473, 2.679709]], "forces_ev_per_angstrom": [[-4.0, 0.6, -0.4], [2.2, 0.9, 1.3], [1.5, -0.4, -0.1], [0.1, -0.1, -0.4], [-0.1, -0.6, -0.5], [0.2, -2.7, -0.2], [-0.1, 1.4, -0.1], [-0.4, 0.6, -0.1], [-2.5, 1.9, -1.2], [3.0, -1.7, 1.2], [-1.4, -0.2, 1.1], [-0.8, 0.4, 0.5], [2.2, -0.1, -1.3], [0.2, -0.5, -0.6], [1.6, 0.1, 1.1], [-1.2, 1.7, -1.9], [0.6, -0.6, 1.6], [0.0, 0.0, -0.2], [-0.6, -1.0, 0.9], [-0.4, 0.1, 0.0], [0.2, -0.3, -0.2], [0.0, 0.0, 0.5], [-0.3, 0.3, 0.2], [0.1, 0.1, -0.1], [-0.1, -0.2, 0.2], [-0.3, -0.2, -0.2], [-0.5, 0.1, -0.6], [0.5, 0.1, -0.7], [0.3, 0.3, 0.5], [-0.1, -0.3, -0.6], [-1.5, -0.3, -1.8], [-0.4, -1.3, 0.1], [0.1, -0.7, -1.5], [-0.1, 0.6, 1.2], [1.3, -0.1, 0.0], [0.6, 0.9, 1.1], [0.2, 0.0, -0.4], [-0.1, 0.3, 0.7], [0.0, 0.1, -0.1], [0.2, -0.1, -0.1], [-0.4, 0.1, -0.2], [-0.1, -0.4, -0.1], [0.4, 0.2, -0.2], [0.2, 0.1, 0.2], [-0.5, -0.1, 0.4], [-0.4, -0.4, 0.2], [0.3, 0.5, 0.1], [0.3, -0.9, -2.2], [0.0, -0.2, -0.3], [-0.2, -0.6, 0.4], [-1.7, -0.7, 0.0], [2.6, 0.1, -0.4], [0.3, 0.0, 0.4], [1.0, 0.4, -0.2], [0.6, -0.2, -0.4], [-0.9, 0.3, 1.1], [-0.1, 0.3, 0.6], [-0.3, 0.4, 0.2], [-0.2, 0.4, 0.0], [-0.1, -0.3, -0.3], [-0.8, 0.2, 0.4], [-0.1, 0.4, 0.0], [-0.4, -0.2, 0.4], [0.2, 0.6, 0.0], [1.3, -1.6, 0.3], [-1.1, 1.8, 0.0], [-1.0, -0.1, -0.7], [0.6, -1.5, -0.7], [0.0, 1.0, -0.4], [0.2, 1.1, 0.2], [0.4, -0.2, 0.0], [0.1, 0.0, 0.1], [-0.2, 0.1, 0.0], [0.1, -0.8, 1.1], [-0.1, 0.3, -0.6], [-0.4, -0.4, 0.1], [0.5, -0.1, -0.3], [-0.2, -0.3, 0.7], [0.0, 0.2, 0.3], [0.0, 0.1, -0.2], [-0.2, 0.3, 0.0], [-0.6, 0.8, -0.6], [-1.4, -1.9, -1.4], [-0.7, 1.3, -1.3], [0.3, -0.2, 0.7], [-0.3, 0.2, -0.4], [1.0, 0.3, 1.6], [0.2, 0.1, -0.3], [-0.1, 0.4, 0.0], [0.3, -0.3, 0.2], [-0.3, -0.2, -0.2], [-0.2, -0.6, 0.1], [0.1, 0.3, 0.0], [0.2, -0.5, 0.0], [-0.1, -0.6, 0.2], [0.1, 0.6, 0.6], [0.5, 0.2, 0.0], [1.0, -0.1, 0.7], [-0.3, -0.5, -1.0], [0.9, 1.5, 0.4], [-1.6, 0.1, 1.8], [1.3, 0.0, -0.8], [-0.2, -0.8, 1.0], [1.0, -0.7, -0.7], [0.0, -0.3, 0.1], [-0.4, -0.2, 0.1], [0.5, 0.1, 0.0], [0.1, -0.2, -0.2], [-0.2, 0.4, -0.1], [-0.4, 0.5, -0.5], [0.1, 0.3, 0.3], [-0.5, 0.1, 0.1], [0.2, 0.3, 0.0], [-0.5, -0.5, -0.2], [0.0, 0.0, -0.2], [-2.4, -1.7, -0.4], [1.1, 1.0, -0.6], [0.8, 1.2, 0.9], [1.0, 0.4, 0.1], [0.5, -0.4, -0.1], [-0.2, 0.7, 0.4], [-0.8, -0.5, 0.7], [0.2, 0.0, -0.1], [-0.4, -0.4, -0.6], [0.2, -0.2, 0.2], [-0.6, 0.4, 1.3], [-1.1, -0.1, 0.0], [0.9, 0.6, -0.7], [0.3, -0.5, 0.5], [0.1, -0.7, -0.1], [0.3, 0.4, -0.4], [-0.1, -0.2, -0.6], [-0.1, -0.1, 0.2], [0.2, 0.1, 0.1], [0.0, 0.1, -0.2], [1.2, 1.5, 0.7], [-1.7, 0.2, -2.4], [-0.2, -0.7, 0.5], [0.3, 0.4, 2.4], [-0.2, 0.3, 0.2], [0.3, -0.1, -0.2], [0.7, -0.8, 0.5], [-0.3, 0.2, -0.3], [0.1, -0.1, 0.0], [-0.1, -0.4, -0.9], [0.3, -0.5, 1.4], [-0.4, 1.5, 0.3], [0.8, -0.1, 0.5], [-0.6, -0.4, -1.1], [-0.6, -0.1, 0.5], [0.3, 0.9, -1.0], [-0.2, -0.2, 0.0], [0.3, -1.0, -0.3], [-0.1, -0.1, -0.3], [0.1, 0.1, 0.0], [0.1, 0.7, -2.0], [-0.6, -1.6, -0.2], [0.8, -0.1, 1.1], [-0.6, 0.9, 2.5], [0.3, 0.1, 0.2], [-0.3, 0.3, 0.1], [-0.4, 0.0, -0.1], [0.2, -0.1, -0.7], [0.1, -0.1, 0.0], [0.4, -0.1, -0.7]], "mulliken_charge": [-0.5170, -0.5751, 0.5678, 1.0989, -0.2168, 0.3555, -0.4486, 0.1969, 0.4210, -0.6000, 0.2855, -0.6290, -0.6514, -1.3871, 1.2112, -1.0001, -0.1578, -0.8662, -0.6412, 0.1352, 0.4110, 0.3426, -0.1153, 0.4201, 0.4200, 0.3287, 0.2303, 0.3268, 0.3507, 0.0319, -1.7743, 0.1662, 0.7961, -0.5291, -0.3562, -0.3918, 0.3881, 0.3912, 0.4628, 0.4408, -0.0405, -0.5191, 0.3909, 0.2866, 0.0116, -0.2137, 0.2597, -1.4454, 0.3389, -0.2648, -0.4345, -0.2145, -0.6533, 0.2791, 0.3565, 0.4477, 0.2414, -0.0677, 0.3313, -0.1608, -0.0303, 0.5746, 0.2755, 0.2809, -1.1141, 1.3244, -0.0822, -0.4409, -0.4952, -0.8614, -0.1987, 0.2816, 0.2077, -0.1591, 0.3779, -0.1963, 0.1681, 0.3506, 0.1814, 0.2692, 0.3071, -1.4078, 0.0492, 0.6275, -0.4263, -0.7123, -0.3350, 0.3990, -0.1317, 0.5107, 0.6933, 0.3627, -0.3474, 0.3393, 0.2917, 0.1484, 0.0445, 0.0817, -1.2635, 0.4040, 0.5376, -0.5646, -0.1700, -0.7388, 0.4336, 0.2052, 0.1854, 0.3611, 0.0099, -0.2980, 0.0694, -0.0865, 0.4038, 0.2322, 0.2140, 0.1463, -0.3070, -0.5628, -0.5878, 0.0608, 0.0148, 0.5248, 0.0446, 0.4092, 0.3274, 0.0087, 0.3040, -0.5459, -0.6121, 0.0569, 0.1763, -0.3432, 0.2815, 0.3270, 0.3432, 1.4513, -0.9700, -0.5055, -0.7324, -0.4361, -0.4159, 0.3253, 0.4664, 0.2978, 0.5397, 0.2405, -0.3094, -0.5455, -0.5825, -0.0297, 0.1359, -0.3013, 0.6640, 0.2928, 0.3960, 0.6040, -0.4821, -0.5741, -0.6978, -0.0546, -0.0692, 0.3568, 0.1552, 0.3285, 0.3901], "max_force_ev_per_a": 4.1, "e_above_lowest_kj_mol": 0.0, "spin_multiplicity": 1, "homo_ha": -0.2560, "gap_ev": 8.5896, "total_charge": -1}

{"formula": "C3H9N2", "method": "the ωB97M-V functional and the def2-TZVPD basis", "symbols": ["C", "N", "C", "C", "N", "H", "H", "H", "H", "H", "H", "H", "H", "H"], "coordinates": [[0.430770, -0.144114, 1.525859], [0.467088, -0.129552, 0.249789], [1.197171, -1.210930, -0.481528], [-0.315537, 0.857981, -0.593117], [-1.689762, 0.654987, -0.508100], [0.531415, 0.687161, 2.217487], [0.559095, -1.130875, 1.976247], [0.793035, -2.199638, -0.255800], [0.931757, -1.119311, -1.529039], [2.252697, -1.083256, -0.271469], [-0.003997, 0.668462, -1.615592], [0.085015, 1.823946, -0.249793], [-2.329608, 1.398279, -0.289747], [-2.199284, 0.124046, -1.189187]], "forces_ev_per_angstrom": [[1.3, -1.2, 0.2], [-0.3, -0.7, 0.0], [-1.5, -0.3, -0.2], [0.8, 1.0, -0.7], [-1.3, 0.1, 0.8], [-1.4, 0.5, -0.4], [0.6, 0.2, 0.1], [0.3, 0.0, 0.6], [0.5, 0.3, -0.2], [0.0, -0.2, -0.1], [0.6, 0.1, 0.1], [-0.8, 0.0, -0.3], [0.6, 0.6, 0.7], [0.7, -0.6, -0.5]], "mulliken_charge": [-0.0943, 0.0965, -0.8559, -0.5084, -0.4720, 0.2787, 0.2824, 0.3883, 0.3333, 0.3459, 0.3291, 0.4323, 0.2275, 0.2164], "max_force_ev_per_a": 1.8, "e_above_lowest_kj_mol": 219.2, "spin_multiplicity": 1, "homo_ha": -0.5325, "gap_ev": 9.0946, "total_charge": 1}

- What is the formula in the second record?
  C3H9N2

- What is the formula in the second record?
  C3H9N2